A.
4 unconnected molecules or ions with the total composition C6H16O3, computed with ωB97M-V with the def2-TZVPD basis set.

Its LUMO energy is 0.01682 Ha.

Cartesian coordinates (Å):
C  -0.0730  -2.1461  -1.4177
C  -0.6241  -1.0048  -1.8939
C  -0.3128  0.3077  -1.4565
C  -1.5240  1.2845  -1.4325
C  0.8033  0.7904  -0.9184
C  1.2926  2.2014  -0.4946
H  0.6860  -2.4000  -0.4762
H  -0.4278  -3.0868  -1.7640
H  -1.4429  -1.0471  -2.6987
H  -1.6463  1.4201  -0.3879
H  -2.4071  0.9421  -1.9008
H  -1.1671  2.1633  -1.8494
H  1.4626  0.0413  -0.5491
H  1.6538  2.3187  0.5757
H  0.3459  2.7090  -0.4237
H  2.0182  2.6439  -1.1262
O  2.0548  -0.6278  2.9058
H  2.6881  -0.1683  2.4734
H  1.4071  -0.3932  2.2009
O  -0.9791  -0.0083  1.4079
H  -1.4552  -0.3659  0.7093
H  -1.5245  0.6535  1.6893
O  -0.0932  -2.3718  2.1164
H  0.2912  -1.6466  2.5900
H  -1.0264  -2.2090  2.1209

B.
2 unconnected molecules or ions with the total composition C6H16O3, computed with ωB97M-V with the def2-TZVPD basis set.

Its LUMO energy is 0.02920 Ha.

Cartesian coordinates (Å):
C  1.4324  -1.0703  1.1287
C  1.3751  0.4420  0.9090
C  0.7230  0.8654  -0.4160
C  1.5382  0.4016  -1.6245
C  0.5327  2.3831  -0.4523
H  2.0938  -1.5481  0.4074
H  0.4444  -1.5242  1.0340
H  1.8212  -1.2984  2.1214
H  0.8246  0.9081  1.7347
H  2.3878  0.8549  0.9511
H  -0.2671  0.3989  -0.4704
H  2.5500  0.8089  -1.5823
H  1.6143  -0.6839  -1.6681
H  1.0799  0.7450  -2.5524
H  1.4965  2.8918  -0.3946
H  0.0443  2.6921  -1.3767
H  -0.0801  2.7235  0.3831
O  -3.2815  -2.5570  -0.4991
C  -2.6310  -1.3981  -0.6017
O  -2.1778  -1.4220  0.9384
O  -2.1436  -0.1376  1.5581
H  -3.1915  -2.5140  0.6224
H  -1.7372  -1.4356  -1.2373
H  -3.2453  -0.4880  -0.6865
H  -1.2032  -0.0381  1.7732

Most stable structure - A; separation to the second - 0.718 eV.